[1]
{"formula": "FH3N2O", "method": "ωB97M-V/def2-TZVPD", "symbols": ["N", "N", "O", "F", "H", "H", "H"], "xyz": [[-0.137, 0.317, 0.099], [1.107, -0.017, 0.044], [1.443, -1.596, 0.920], [1.354, -1.239, 2.246], [-0.385, 0.854, 0.917], [-0.880, -0.224, -0.342], [1.360, -0.510, -0.816]], "relative_energy_ev": 3.619, "lumo_ha": 0.0282, "homo_ev": -9.599}



[2]
{"formula": "C23H55B5F20N6O4", "method": "ωB97M-V/def2-TZVPD", "symbols": ["C", "C", "N", "C", "C", "C", "C", "C", "O", "C", "H", "H", "H", "H", "H", "H", "H", "H", "H", "H", "H", "H", "H", "H", "H", "H", "H", "H", "H", "H", "C", "C", "N", "C", "C", "N", "C", "C", "H", "H", "H", "H", "H", "H", "H", "H", "H", "H", "H", "C", "C", "O", "N", "H", "H", "C", "H", "H", "H", "H", "H", "H", "C", "C", "O", "N", "H", "H", "C", "H", "H", "H", "H", "H", "H", "C", "C", "O", "N", "H", "H", "C", "H", "H", "H", "H", "H", "H", "B", "F", "F", "F", "F", "B", "F", "F", "F", "F", "B", "F", "F", "F", "F", "B", "F", "F", "F", "F", "B", "F", "F", "F", "F"], "xyz": [[-0.695, -4.461, -2.932], [0.787, -4.534, -2.502], [1.062, -4.435, -1.029], [0.270, -5.327, -0.138], [2.459, -4.856, -0.787], [3.539, -3.997, -1.541], [0.785, -3.022, -0.512], [1.358, -2.670, 0.943], [0.683, -3.497, 1.825], [1.120, -3.557, 3.165], [-1.106, -3.470, -2.771], [-1.308, -5.118, -2.289], [-0.789, -4.721, -3.987], [1.389, -3.818, -3.019], [1.146, -5.462, -2.889], [-0.788, -4.989, -0.166], [0.581, -5.342, 0.862], [0.386, -6.365, -0.506], [2.440, -5.930, -1.065], [2.622, -4.775, 0.320], [4.516, -4.596, -1.290], [3.570, -2.989, -1.146], [3.432, -3.864, -2.566], [-0.317, -3.024, -0.444], [1.162, -2.360, -1.298], [1.307, -1.598, 1.148], [2.410, -2.931, 1.087], [1.149, -2.548, 3.579], [1.999, -4.145, 3.317], [0.310, -4.007, 3.625], [0.128, 5.148, 3.062], [-1.246, 5.302, 3.734], [-1.748, 3.940, 4.228], [-3.022, 3.590, 4.601], [-2.935, 2.370, 5.149], [-1.630, 2.020, 5.104], [-0.909, 2.959, 4.512], [-1.102, 0.862, 5.702], [0.127, 4.315, 2.420], [1.019, 4.975, 3.664], [0.322, 5.924, 2.391], [-2.075, 5.648, 3.058], [-1.273, 5.929, 4.654], [-3.872, 4.201, 4.317], [-3.701, 1.696, 5.445], [0.127, 2.886, 4.418], [0.012, 0.867, 5.761], [-1.504, -0.005, 5.120], [-1.430, 0.819, 6.739], [-3.924, 0.521, -3.331], [-2.497, 0.429, -3.691], [-1.736, 1.313, -3.934], [-1.909, -0.990, -3.846], [-0.893, -0.943, -3.886], [-2.187, -1.528, -3.005], [-2.527, -1.724, -5.036], [-4.656, 0.468, -4.205], [-4.159, 1.475, -2.921], [-4.300, -0.169, -2.596], [-2.132, -1.320, -5.928], [-3.576, -1.491, -4.981], [-2.326, -2.765, -4.918], [-1.149, 2.053, -0.729], [-0.440, 0.856, -0.311], [0.400, 0.202, -0.803], [-0.945, 0.347, 1.013], [-1.014, -0.639, 0.892], [-0.166, 0.425, 1.754], [-2.187, 0.892, 1.522], [-0.776, 2.566, -1.622], [-1.084, 2.789, 0.043], [-2.218, 1.871, -0.684], [-2.329, 0.428, 2.522], [-2.947, 0.679, 0.792], [-2.067, 1.959, 1.694], [2.940, 1.443, -2.989], [4.302, 1.916, -2.635], [5.297, 1.981, -3.299], [4.553, 2.260, -1.161], [3.643, 2.220, -0.680], [5.224, 1.649, -0.755], [4.955, 3.662, -0.966], [2.133, 1.668, -2.249], [2.985, 0.395, -2.988], [2.661, 1.803, -3.993], [4.154, 4.322, -1.423], [5.957, 3.812, -1.372], [5.059, 3.828, 0.069], [1.497, 3.181, 0.762], [0.949, 4.056, -0.133], [2.037, 2.033, -0.226], [2.759, 3.538, 1.377], [0.623, 2.493, 1.643], [-3.330, -1.907, -0.708], [-3.451, -2.486, -2.055], [-2.544, -2.762, 0.093], [-2.486, -0.713, -0.949], [-4.548, -1.510, -0.189], [1.500, -1.289, -5.006], [2.255, -1.651, -3.844], [0.674, -2.406, -5.366], [0.522, -0.379, -4.499], [2.397, -0.784, -5.924], [-3.939, 4.209, 0.935], [-4.501, 3.003, 0.607], [-4.373, 4.707, 2.188], [-2.490, 3.952, 1.149], [-4.010, 5.064, -0.184], [1.973, -0.009, 4.023], [1.919, 1.385, 4.236], [1.605, -0.736, 5.109], [0.891, -0.313, 3.036], [3.182, -0.379, 3.488]], "lumo_ha": -0.0011, "homo_ev": -10.408}



[3]
{"formula": "C34H63Br22F5N2O5P", "method": "ωB97M-V/def2-TZVPD", "symbols": ["C", "C", "O", "O", "C", "C", "N", "C", "C", "O", "C", "C", "F", "F", "F", "N", "C", "O", "F", "C", "O", "F", "P", "C", "C", "H", "H", "H", "H", "H", "H", "H", "H", "H", "H", "H", "H", "H", "H", "H", "H", "H", "H", "H", "Br", "C", "C", "Br", "H", "H", "H", "H", "Br", "C", "C", "Br", "H", "H", "H", "H", "Br", "C", "C", "Br", "H", "H", "H", "H", "Br", "C", "C", "Br", "H", "H", "H", "H", "Br", "C", "C", "Br", "H", "H", "H", "H", "Br", "C", "C", "Br", "H", "H", "H", "H", "Br", "C", "C", "Br", "H", "H", "H", "H", "Br", "C", "C", "Br", "H", "H", "H", "H", "Br", "C", "C", "Br", "H", "H", "H", "H", "Br", "C", "C", "Br", "H", "H", "H", "H", "Br", "C", "C", "Br", "H", "H", "H", "H"], "xyz": [[-0.938, -4.103, -3.171], [-0.576, -2.580, -3.737], [-1.445, -1.768, -4.348], [0.798, -2.112, -3.497], [0.819, -1.033, -2.453], [2.337, -0.758, -1.910], [2.818, -1.769, -0.843], [1.826, -1.860, 0.338], [1.360, -0.367, 0.905], [0.392, -0.679, 2.010], [-0.786, 0.199, 1.932], [-1.970, -0.614, 1.131], [-2.266, -0.012, -0.203], [-3.221, -0.624, 1.977], [-1.578, -2.068, 1.025], [2.987, -2.950, -1.524], [4.324, -3.134, -2.177], [4.497, -2.843, -3.497], [5.556, -3.710, -1.525], [2.737, -4.200, -0.736], [3.410, -4.659, 0.320], [1.563, -5.046, -1.174], [4.274, -1.032, -0.148], [5.177, -2.058, 1.139], [5.337, -0.034, -1.330], [-0.023, -4.781, -3.506], [-0.896, -4.012, -1.983], [-1.976, -4.497, -3.554], [0.503, -0.050, -3.053], [-0.002, -1.172, -1.632], [3.032, -0.783, -2.882], [2.446, 0.369, -1.529], [0.805, -2.377, 0.026], [2.322, -2.375, 1.294], [0.729, 0.250, 0.123], [2.221, 0.235, 1.417], [-1.173, 0.333, 3.051], [-0.575, 1.280, 1.535], [4.424, -2.740, 1.766], [6.114, -2.688, 0.753], [5.639, -1.312, 1.949], [5.952, 0.762, -0.708], [6.137, -0.741, -1.857], [4.784, 0.549, -2.180], [0.486, 2.701, -1.753], [-1.420, 2.978, -1.441], [-1.751, 4.449, -1.353], [-1.224, 5.190, 0.373], [-1.680, 2.419, -0.538], [-1.918, 2.521, -2.301], [-2.832, 4.605, -1.411], [-1.260, 5.052, -2.122], [1.022, 8.400, -1.334], [-0.220, 7.542, -2.569], [-0.514, 8.431, -3.755], [-1.760, 9.854, -3.279], [-1.112, 7.278, -1.993], [0.284, 6.626, -2.889], [-1.016, 7.866, -4.545], [0.377, 8.912, -4.168], [-0.234, 7.876, 3.712], [-0.027, 9.316, 2.411], [0.891, 10.396, 2.932], [-0.018, 11.526, 4.238], [-1.031, 9.677, 2.172], [0.403, 8.838, 1.526], [1.185, 11.074, 2.127], [1.789, 10.006, 3.419], [-3.509, -0.610, 6.578], [-1.709, 0.142, 6.595], [-1.728, 1.614, 6.258], [-1.973, 1.898, 4.343], [-1.108, -0.454, 5.903], [-1.345, -0.016, 7.614], [-0.764, 2.076, 6.492], [-2.523, 2.166, 6.766], [1.433, 5.009, -5.204], [2.798, 6.376, -4.933], [4.108, 5.762, -4.499], [4.059, 5.248, -2.617], [2.394, 7.092, -4.212], [2.905, 6.867, -5.904], [4.920, 6.492, -4.572], [4.378, 4.868, -5.067], [-1.718, -8.074, 1.737], [-0.178, -8.663, 0.695], [0.340, -7.553, -0.190], [-0.797, -7.311, -1.757], [-0.489, -9.552, 0.140], [0.574, -8.948, 1.436], [1.325, -7.807, -0.591], [0.396, -6.585, 0.316], [-3.735, -5.818, -4.907], [-5.641, -5.541, -4.595], [-5.973, -4.070, -4.507], [-5.446, -3.329, -2.780], [-5.901, -6.100, -3.691], [-6.139, -5.998, -5.455], [-7.054, -3.914, -4.564], [-5.481, -3.467, -5.275], [5.195, 9.250, 0.735], [5.192, 10.860, -0.366], [4.019, 10.870, -1.317], [4.326, 9.676, -2.829], [6.161, 10.904, -0.870], [5.120, 11.689, 0.344], [3.889, 11.861, -1.760], [3.079, 10.560, -0.852], [0.351, -9.664, 5.220], [-1.341, -9.451, 6.167], [-2.099, -8.244, 5.667], [-1.342, -6.591, 6.373], [-1.106, -9.405, 7.234], [-1.899, -10.369, 5.962], [-3.132, -8.260, 6.028], [-2.101, -8.154, 4.577], [1.580, -9.056, -7.227], [-0.112, -8.843, -6.280], [-0.871, -7.636, -6.780], [-0.113, -5.983, -6.074], [0.123, -8.797, -5.213], [-0.670, -9.761, -6.485], [-1.903, -7.652, -6.419], [-0.872, -7.546, -7.870], [-8.493, -1.228, 10.744], [-7.468, 0.086, 9.731], [-6.106, -0.451, 9.358], [-4.892, -0.420, 10.885], [-7.425, 0.995, 10.339], [-8.064, 0.283, 8.835], [-5.633, 0.186, 8.606], [-6.131, -1.481, 8.992]], "lumo_ha": -0.1934, "homo_ev": -11.083, "total_charge": 1}



[4]
{"formula": "C12H8Cl6FeN2O4S", "method": "ωB97M-V/def2-TZVPD", "symbols": ["Fe", "O", "Cl", "O", "O", "O", "C", "C", "C", "C", "N", "C", "S", "N", "C", "H", "H", "H", "H", "H", "H", "H", "H", "Cl", "C", "C", "C", "Cl", "C", "Cl", "C", "Cl", "C", "Cl"], "xyz": [[0.388, 0.946, -1.001], [2.765, -2.143, -1.790], [1.934, -1.032, -1.557], [2.158, -0.502, -0.199], [2.175, 0.053, -2.459], [0.532, -1.387, -1.607], [1.471, -3.316, 1.943], [0.346, -2.434, 2.364], [-0.547, -2.719, 3.359], [-1.552, -1.772, 3.633], [-1.669, -0.656, 2.934], [-0.803, -0.383, 1.959], [-0.940, 1.049, 1.066], [0.211, -1.266, 1.703], [-2.551, -1.987, 4.720], [1.483, -4.239, 2.516], [2.422, -2.797, 2.075], [1.382, -3.554, 0.882], [-0.473, -3.639, 3.919], [0.879, -1.047, 0.962], [-2.236, -2.765, 5.411], [-3.506, -2.270, 4.273], [-2.712, -1.050, 5.250], [1.443, 3.264, -0.830], [0.554, 3.351, -2.328], [-0.246, 2.251, -2.583], [-0.935, 2.250, -3.781], [-1.933, 0.893, -4.155], [-0.832, 3.309, -4.685], [-1.684, 3.269, -6.178], [-0.022, 4.405, -4.380], [0.129, 5.706, -5.490], [0.683, 4.439, -3.177], [1.683, 5.774, -2.768]], "relative_energy_ev": 0.040, "lumo_ha": [-0.0266, -0.0294], "homo_ev": [-8.912, -8.900], "multiplicity": 5, "s_squared": 6.0099}